1.
ORCA calculation (wB97M-V/def2-TZVPD) on a molecular structure, C3H4O3Yb at a distorted geometry.

Geometry as XYZ:
```
11
Properties=species:S:1:pos:R:3:forces:R:3
O 2.72825 -1.19049 0.20079 -1.1271 -0.9931 -0.0589
C 3.48883 -0.11852 0.29998 2.3041 -0.1741 -0.0679
O 2.79928 1.00178 0.33067 -1.2449 1.0505 0.0590
Yb 0.84893 -0.03263 0.21016 2.1731 -0.0237 0.1385
O 4.72703 -0.16085 0.34341 -1.3532 0.0549 0.0018
C -1.63418 0.45465 0.15056 0.0419 -0.2401 0.9570
C -2.67436 -0.34988 -0.27884 -0.7364 0.2881 -0.2317
H -2.05499 0.47573 -1.09051 -0.0434 -0.3662 0.0871
H -1.99312 1.33630 0.70014 -0.2319 0.2237 -0.8004
H -3.72233 -0.03080 -0.27286 0.0341 -0.2647 0.4580
H -2.51332 -1.38529 -0.59349 0.1837 0.4447 -0.5428
```
Forces are in eV/Å.

Calculated values
**HOMO-LUMO gap**: 5.5 eV
**Net charge**: 0

***

2.
ORCA calculation (wB97M-V/def2-TZVPD) on a single C7H9N2OP molecule at a distorted geometry.

Geometry as XYZ:
```
20
Properties=species:S:1:pos:R:3:forces:R:3
C 2.50232 0.37914 0.76584 0.1471 -1.2611 -0.9403
P 2.19267 0.76314 -0.86682 -1.8765 -0.5276 2.4615
C 0.19033 1.07186 -0.48484 4.1108 -2.0423 -1.8019
N 0.07862 2.34802 -0.35476 0.9063 -1.6583 0.1435
C -1.16853 2.67325 -0.14006 -3.9226 1.1515 0.1571
C -2.28926 1.85495 -0.03691 3.0090 1.4411 0.7185
C -2.15750 0.46090 -0.23872 0.8670 1.0976 -2.0479
O -3.12626 -0.19430 -0.51841 0.1081 -2.1158 0.4770
N -0.74249 0.08652 -0.54484 -2.4475 1.8716 1.3825
C -0.43822 -1.26218 -0.91885 1.8909 -0.4913 1.0200
C 0.10259 -2.08234 0.23737 2.2422 0.6662 0.1630
H 3.46292 -0.10668 1.11690 -0.9529 1.1924 -0.4527
H 1.65199 0.26926 1.46758 0.7741 0.2644 -0.3338
H -1.24450 3.72952 -0.22263 -0.9540 0.9947 0.4862
H -3.25596 2.24228 0.13505 -0.7765 0.3755 0.0032
H 0.38563 -1.12114 -1.59709 0.1683 -0.5460 -0.8023
H -1.22306 -1.82744 -1.34288 -1.2507 0.3006 -0.8044
H -0.50142 -2.15957 1.11260 -0.5630 0.4855 0.6440
H 0.31651 -3.08964 -0.01970 -0.1822 -1.0907 -0.8039
H 1.14692 -1.71563 0.46143 -1.2981 -0.1078 0.3306
```
Forces are in eV/Å.

Calculated values
**HOMO-LUMO gap**: 8.6 eV
**Net charge**: 0

***

3.
ORCA calculation (wB97M-V/def2-TZVPD) on a molecular structure, C16H15MnN5O4S.

Geometry as XYZ:
```
42
Properties=species:S:1:pos:R:3:forces:R:3
Mn -0.32571 0.05170 0.84272 0.0453 -0.0704 0.2732
C -1.96875 0.40697 -1.55271 -0.0256 -0.0068 -0.0072
N -0.84689 -0.50247 -1.38232 -0.0220 -0.0148 0.0385
C -1.08299 -1.93451 -1.34232 -0.0239 0.0304 -0.0113
C -0.04729 -2.53543 -0.43974 0.1026 -0.0879 0.0194
N 0.75085 -1.83299 0.32925 -0.1315 0.0876 0.0326
C 1.48126 -2.76003 1.06740 0.0094 -0.0808 -0.0268
C 2.44310 -2.56909 2.05275 -0.0121 0.0016 0.0067
C 3.00437 -3.69549 2.62140 0.0165 0.0353 0.0154
C 2.62484 -4.98443 2.22376 -0.0239 -0.0169 -0.0190
C 1.66723 -5.18720 1.24812 -0.0075 -0.0298 -0.0002
C 1.10495 -4.04991 0.68560 0.0785 0.0689 0.0449
N 0.13751 -3.86647 -0.29101 -0.0684 -0.0038 -0.0475
C -1.48847 1.75451 -1.10234 0.0470 0.0370 0.0251
N -0.40158 1.91217 -0.38159 0.0238 -0.0397 0.0255
C -0.34237 3.26899 -0.08087 -0.0596 0.0679 -0.0444
C 0.58257 3.98637 0.66910 -0.0008 -0.0098 0.0052
C 0.38206 5.34662 0.79755 0.0316 -0.0055 0.0223
C -0.70905 5.98691 0.19514 -0.0250 -0.0089 -0.0138
C -1.63536 5.28531 -0.55280 -0.0279 0.0169 -0.0045
C -1.42863 3.91849 -0.67258 0.0845 -0.0139 0.0533
N -2.13101 2.91840 -1.32889 -0.0417 -0.0318 -0.0527
H -2.76128 0.09173 -0.86523 0.0008 -0.0116 -0.0209
H -2.36261 0.45146 -2.57448 -0.0130 0.0225 -0.0020
H -0.07144 -0.25999 -1.98550 0.0087 0.0049 -0.0034
H -1.05589 -2.40940 -2.32904 -0.0048 -0.0148 -0.0022
H -2.05537 -2.10969 -0.87863 0.0005 0.0054 -0.0194
H 2.72165 -1.57355 2.37120 0.0060 -0.0038 0.0009
H 3.74834 -3.58485 3.39879 -0.0026 0.0063 -0.0036
H 3.08637 -5.84007 2.69803 -0.0017 -0.0002 -0.0020
H 1.36680 -6.18267 0.94908 0.0047 0.0029 0.0023
H -0.41274 -4.58294 -0.73144 0.0034 0.0009 0.0026
H 1.41995 3.49017 1.14153 0.0008 0.0044 -0.0014
H 1.07739 5.93447 1.38156 0.0015 -0.0060 -0.0006
H -0.83164 7.05367 0.32513 -0.0044 0.0001 -0.0035
H -2.48330 5.77833 -1.00936 0.0056 0.0010 0.0007
H -3.01482 3.01431 -1.79771 -0.0033 -0.0016 0.0133
O -2.37597 1.04970 1.57551 -0.0689 -0.0592 0.0631
S -2.30429 -0.27218 2.27847 -0.0125 0.0712 -0.1798
O -3.35220 -0.54436 3.21373 0.0302 0.0032 0.0133
O -0.90472 -0.29374 2.87693 0.0933 0.0463 -0.2682
O -2.20311 -1.26942 1.13920 -0.0137 0.0032 0.0762
```
Forces are in eV/Å.

Calculated values
**Spin multiplicity**: 6
**HOMO-LUMO gap (spin up / spin down)**: 8.4 / 8.5 eV
**Net charge**: 0

***

4.
ORCA calculation (wB97M-V/def2-TZVPD) on a single C4H7NO3S molecule at a distorted geometry.

Geometry as XYZ:
```
16
Properties=species:S:1:pos:R:3:forces:R:3
C 1.38293 0.24026 -0.28266 -0.1151 0.1660 0.0848
C 0.08913 0.97377 0.10322 -0.0038 -0.1536 0.1661
C 1.58970 -1.07139 0.46721 -0.4610 -0.4377 -0.4791
C -1.11161 0.51932 -0.62616 1.0180 0.3948 -0.2635
N -2.35392 0.58917 -0.03471 -0.6354 0.1288 0.3299
O -3.33179 0.37602 -0.74784 -0.1361 -0.1365 -0.1892
O -2.42091 0.87575 1.15850 -0.0504 0.0594 0.1058
O -0.91509 -1.82556 0.25494 -1.2647 -0.0283 0.3423
S 0.40393 -2.35408 -0.12655 1.6333 0.0756 0.1633
H 1.39802 0.05677 -1.35928 0.1297 0.0441 -0.0420
H 2.22497 0.89324 -0.04765 0.0249 0.0003 -0.0617
H -0.10851 0.87390 1.17561 0.0504 0.1434 -0.1618
H 0.22053 2.04498 -0.10292 -0.0261 -0.0073 0.0460
H 2.58602 -1.47223 0.28900 0.0775 -0.0821 0.0010
H 1.43711 -0.93918 1.53891 -0.0267 -0.1153 0.0173
H -1.09051 0.21926 -1.65959 -0.2145 -0.0515 -0.0593
```
Forces are in eV/Å.

Calculated values
**Spin multiplicity**: 3
**HOMO-LUMO gap (spin up / spin down)**: 9.5 / 8.6 eV
**Net charge**: 0

***

Calculated E_tot (Eh), listed in the same order as above: -1500.99606; -798.14826; -2742.77711; -835.08548
Calculated relative energy (zero: lowest compared OMol25 entry of this formula, charge and spin) (kJ/mol), listed in the same order as above: 257.1; 207.6; 20.6; 208.4